Entry 1:
Density functional theory data (ωB97M-V with the def2-TZVPD basis set) for a cluster of 2 separate species, C3H6ClNO in total.

Cartesian coordinates (Å):
1 C -2.4198 -1.4433 -0.1631
2 C 1.6502 1.5841 0.5815
3 C 1.4753 0.6226 -0.5514
4 N -1.5015 -2.1932 0.2222
5 O 0.4900 0.5241 -1.2265
6 Cl -2.8393 -0.0986 0.7977
7 H 2.1606 2.4691 0.1985
8 H 0.6816 1.8839 0.9687
9 H 2.2637 1.1550 1.3679
10 H -3.0342 -1.5121 -1.0636
11 H 2.3622 -0.0128 -0.7481
12 H -1.2887 -2.9789 -0.3839

Cartesian forces (eV/Å) of the 2 atoms listed first:
0.244 -0.639 -0.442
-0.256 0.101 -0.024

Its structure (SMILES) is [H]/N=C/Cl.CC=O. The net charge is 0. As for the HOMO-LUMO gap: 0.400 Ha. The calculation puts the energy above the lowest of the compared OMol25 structures with the same formula, charge and spin at 33.9 kcal per mole. The calculation puts the maximum force at 0.896 eV Å⁻¹. The value obtained for the highest occupied orbital energy is -9.857 eV. As for the multiplicity: 1. The value obtained for the electronic energy is -708.0601 a.u.

=====

Entry 2:
Density functional theory data (ωB97M-V with the def2-TZVPD basis set) for a cluster of 2 separate species, C3H6ClNO in total.

Cartesian coordinates (Å):
1 C -1.4310 0.2940 0.0684
2 C 1.1202 -0.9029 0.3610
3 C 0.5140 -0.1765 -0.6865
4 N -1.4468 1.2385 0.8284
5 O 0.9553 0.9489 -1.2080
6 Cl -2.8023 -0.5139 -0.6556
7 H 0.9968 -0.4478 1.3368
8 H 0.5353 -1.8305 0.6061
9 H 2.2716 -1.1893 0.3273
10 H 0.1697 -0.7356 -1.6420
11 H -2.2460 1.6868 1.2110
12 H 1.3631 1.6282 -0.5468

Cartesian forces (eV/Å) of the 2 atoms listed first:
3.099 -1.404 -1.920
2.376 -2.917 3.434

The net charge is 0. As for the HOMO-LUMO gap: 0.339 Ha. The calculation puts the energy above the lowest of the compared OMol25 structures with the same formula, charge and spin at 77.8 kcal per mole. The calculation puts the maximum force at 6.275 eV Å⁻¹. The value obtained for the highest occupied orbital energy is -8.380 eV. As for the multiplicity: 1. The value obtained for the electronic energy is -707.9901 a.u.

=====

Entry 3:
Density functional theory data (ωB97M-V with the def2-TZVPD basis set) for the molecule C3H6ClNO.

Cartesian coordinates (Å):
1 C 0.5140 1.1150 -0.1895
2 C 1.4806 -0.2502 -0.0818
3 C -0.8920 0.5369 -0.4320
4 N 1.3972 -1.1996 0.7941
5 O 0.7472 1.6429 0.9504
6 Cl 3.2404 0.1012 -0.2466
7 H 0.9096 1.5914 -1.0730
8 H -1.4496 1.1982 -1.1138
9 H -1.5594 0.4255 0.4272
10 H -0.8667 -0.5829 -0.8020
11 H 0.5327 -1.7167 0.9388
12 H 2.0790 -1.3709 1.6050

Cartesian forces (eV/Å) of the 2 atoms listed first:
-1.687 -0.803 0.438
3.115 0.960 0.961

The net charge is 0. As for the HOMO-LUMO gap (spin up / spin down): 0.306 / 0.306 Ha. The calculation puts the energy above the lowest of the compared OMol25 structures with the same formula, charge and spin at 83.9 kcal per mole. The calculation puts the maximum force at 3.398 eV Å⁻¹. The value obtained for the highest occupied orbital energy (spin up / spin down) is -8.773 / -8.774 eV. As for the multiplicity: 1. The value obtained for the electronic energy is -707.9804 a.u.